{"formula": "C8H8N2O3S", "method": "ωB97M-V/def2-TZVPD", "symbols": ["C", "C", "C", "C", "C", "C", "C", "C", "N", "N", "O", "O", "O", "S", "H", "H", "H", "H", "H", "H", "H", "H"], "positions_angstrom": [[0.672, -1.331, 3.037], [2.285, 0.497, 1.446], [0.952, 0.283, 1.156], [1.576, 1.420, -0.689], [0.023, -0.541, 1.949], [-1.597, -2.207, 2.595], [1.432, 2.135, -1.974], [-1.317, -1.156, 1.481], [0.630, 0.858, -0.021], [-1.293, -1.835, 0.138], [-2.718, -2.863, 2.551], [1.642, -1.570, 3.640], [-0.718, -2.445, 3.429], [3.117, 1.398, 0.249], [2.771, 0.047, 2.321], [1.847, 3.189, -2.133], [2.011, 1.470, -2.649], [0.380, 2.084, -2.289], [-2.065, -0.401, 1.502], [-3.010, -2.962, 1.635], [-0.336, -1.982, -0.149], [-1.642, -1.076, -0.451]], "homo_energy_ev": -7.2, "gap_ev": 7.642, "molar_mass_g_mol": 212.23, "energy_ha": -1043.01668, "de_lowest_kcal_mol": 25.0}